15
Properties=species:S:1:pos:R:3:forces:R:3 method="wB97M-V/def2-TZVPD" lumo_energy_ev=0.5 mol_weight_g_mol=70.1 multiplicity=1 charge=0 de_lowest_kj_mol=564.3 gap_ev=8.39
C -0.3990 -0.3004 -1.3867 -1.51 -3.94 -4.10
C -0.2871 -0.2083 0.1502 1.24 0.91 -1.09
C 2.0886 0.5883 0.6578 -2.23 0.70 -2.03
C -1.6861 -0.0579 0.7476 0.62 -0.50 0.21
C 0.7650 0.8213 -0.3038 0.39 1.01 4.13
H 1.7637 -0.1408 1.3495 0.36 -0.88 1.08
H -2.1297 0.7843 0.3375 -0.76 2.09 -0.73
H -2.4047 -0.8450 0.3940 1.05 0.07 0.83
H -0.8317 0.5091 -2.0681 0.71 -0.78 1.73
H -1.1543 -1.1958 -1.5433 0.96 1.12 0.32
H 2.3177 1.5463 1.1748 -0.29 -0.45 -0.67
H 0.2315 -1.0823 0.5964 -0.42 0.17 -0.27
H 2.9122 0.2655 0.0614 0.84 -0.15 -0.21
H -1.6249 0.1241 1.8342 -0.28 -0.59 -0.42
H 0.4389 -0.8083 -2.0014 -0.68 1.21 1.21